[1]
ORCA calculation (wB97M-V/def2-TZVPD) on a cluster of 8 separate species, C44H101N10O10 in total in a non-equilibrium geometry.

Results
LUMO level: -9.84 eV
gap between HOMO and LUMO: 8.2 eV

Geometry as ORCA input:
```
! RIJCOSX wB97M-V def2-TZVPD def2/J DEFGRID3
* xyz 5 1
O -28.113 -6.977 -15.459
H -33.417 -4.617 -8.330
H -28.131 -12.128 -13.856
H -25.938 -12.463 -11.040
H -23.860 -10.996 -4.777
H -30.475 -10.235 -12.383
H -31.787 -4.878 -7.692
H -32.982 -8.812 -12.446
H -24.701 -13.512 -11.436
H -32.629 -6.009 -10.367
C -24.930 -11.148 -4.654
H -30.191 -6.508 -8.919
H -36.614 -10.592 -7.279
H -28.054 -14.494 -12.086
C -34.909 -10.449 -5.785
C -35.533 -11.012 -12.107
H -29.271 -9.446 -14.397
C -34.684 -6.559 -12.592
H -34.717 -11.222 -5.042
N -30.755 -8.094 -14.554
H -31.594 -10.024 -16.357
C -28.772 -13.003 -13.998
H -24.624 -8.027 -14.494
H -25.597 -15.372 -9.188
H -29.855 -10.022 -8.139
C -32.868 -2.609 -9.607
C -32.779 -11.603 -14.735
C -26.805 -10.572 -7.727
H -30.172 -12.435 -12.484
O -36.634 -10.171 -12.198
H -35.770 -8.059 -11.669
H -27.344 -5.741 -17.002
H -25.492 -7.581 -8.284
H -24.014 -12.965 -9.224
H -26.429 -12.989 -15.114
H -33.317 -10.839 -12.120
H -24.441 -8.894 -6.297
H -26.430 -9.904 -3.559
N -24.771 -9.947 -13.694
C -27.038 -13.887 -15.298
H -30.413 -11.226 -15.791
H -25.232 -12.183 -4.551
H -24.809 -9.232 -3.570
C -25.421 -10.719 -12.843
N -25.518 -10.714 -5.956
H -24.513 -11.317 -9.308
C -29.136 -6.152 -14.960
H -32.205 -4.797 -13.755
H -29.666 -5.709 -15.810
H -26.733 -5.464 -15.397
H -33.323 -12.024 -13.893
H -30.602 -7.124 -10.461
N -34.014 -8.922 -12.414
H -22.565 -12.067 -12.563
H -26.765 -15.527 -7.882
H -26.484 -10.716 -12.605
H -29.481 -8.925 -16.096
H -28.246 -13.091 -11.336
O -27.786 -4.787 -11.509
C -32.495 -9.654 -8.384
H -38.716 -10.221 -12.362
C -25.900 -8.484 -8.739
H -28.847 -9.344 -9.942
H -34.655 -9.023 -8.199
C -32.385 -4.829 -8.612
C -29.958 -5.163 -10.464
H -28.468 -8.770 -11.566
N -25.981 -9.482 -7.678
H -32.415 -6.995 -8.883
H -26.573 -5.952 -12.686
N -28.790 -13.886 -11.716
H -29.961 -15.313 -10.733
H -27.410 -13.711 -16.314
C -31.000 -10.352 -15.493
C -23.319 -11.335 -12.806
H -25.289 -8.804 -9.577
H -26.158 -6.864 -16.180
C -25.212 -9.584 -6.599
C -36.139 -11.095 -6.433
H -28.535 -13.187 -9.103
H -32.253 -12.466 -15.160
C -28.865 -9.650 -11.015
N -31.781 -10.487 -7.554
C -25.372 -10.162 -3.553
H -30.542 -6.330 -13.331
H -37.998 -11.368 -11.152
O -31.946 -3.666 -9.292
H -26.900 -8.209 -9.068
C -34.218 -10.294 -11.833
C -29.933 -6.979 -13.963
H -37.921 -11.669 -12.846
H -34.027 -4.594 -13.907
C -27.052 -6.256 -16.088
H -29.112 -14.684 -8.398
H -28.879 -6.558 -11.666
H -36.937 -11.285 -5.716
C -30.379 -9.694 -11.421
H -28.788 -5.301 -14.358
H -28.174 -6.291 -10.168
H -23.050 -11.715 -10.000
H -26.332 -14.715 -15.328
H -26.380 -13.901 -8.404
H -34.267 -9.034 -13.399
C -26.495 -5.298 -11.812
C -24.849 -12.467 -11.147
O -31.261 -8.606 -11.466
H -26.331 -8.550 -14.172
C -37.873 -10.856 -12.109
C -23.415 -10.308 -13.674
H -34.235 -7.674 -10.740
O -31.853 -10.567 -14.406
H -35.897 -12.086 -6.831
H -31.353 -8.447 -13.794
H -27.531 -10.684 -8.522
N -33.800 -10.266 -6.708
H -25.169 -10.690 -2.619
H -32.374 -11.408 -5.683
C -26.520 -11.369 -6.642
O -27.569 -14.965 -9.686
C -28.721 -14.252 -9.325
H -34.888 -6.730 -13.651
H -30.748 -4.842 -11.141
O -28.096 -10.808 -10.986
H -26.062 -5.791 -10.937
N -30.688 -6.324 -9.791
O -28.053 -14.162 -14.360
H -30.469 -13.615 -10.458
C -33.761 -9.545 -7.900
H -29.911 -11.149 -6.805
C -25.332 -8.850 -14.479
H -29.338 -7.478 -13.197
H -31.990 -9.298 -9.279
H -25.434 -9.250 -15.490
H -33.482 -11.266 -15.502
H -33.222 -4.070 -12.453
H -33.811 -2.781 -9.069
H -35.379 -5.829 -12.170
H -29.766 -4.378 -9.738
C -29.646 -13.332 -12.815
C -26.491 -14.931 -8.762
C -32.125 -6.083 -9.399
C -32.603 -10.849 -6.578
H -29.477 -12.810 -14.821
C -29.627 -14.295 -10.539
C -28.655 -5.716 -10.983
H -30.797 -10.471 -10.734
H -26.909 -12.298 -6.263
H -32.471 -1.693 -9.184
N -24.573 -11.566 -12.261
C -30.378 -10.894 -7.751
C -33.172 -4.800 -13.264
H -22.695 -9.777 -14.273
H -30.391 -11.685 -8.495
O -33.334 -6.073 -12.583
H -30.448 -14.034 -13.044
C -29.988 -9.246 -15.192
H -35.683 -11.801 -11.361
C -34.710 -7.807 -11.704
C -24.060 -12.117 -9.907
H -31.474 -7.681 -15.157
H -25.899 -4.421 -12.053
H -33.139 -2.693 -10.656
H -35.154 -9.515 -5.285
H -34.066 -10.268 -10.750
H -35.407 -11.544 -13.064
*
```

Here are the Mulliken charges for atoms 1 to 8, given in e: -0.15, 0.57, -0.06, -0.53, 0.30, -1.03, 0.26, -1.16

---

[2]
ORCA calculation (wB97M-V/def2-TZVPD) on a cluster of 2 separate species, C3H12N2O in total.

Results
structure (SMILES): CCNCN.O
LUMO level: 0.94 eV
gap between HOMO and LUMO: 10.4 eV

Geometry as ORCA input:
```
! RIJCOSX wB97M-V def2-TZVPD def2/J DEFGRID3
* xyz 0 1
H -1.231 1.798 -0.630
H 0.168 -1.210 1.050
H -1.078 3.045 1.531
H -1.648 0.868 0.772
H -0.224 -2.249 2.167
H 0.433 3.083 0.575
C -0.261 2.457 1.144
H -0.953 0.036 -1.795
H 0.683 0.378 -2.148
O 0.380 -2.094 1.422
H 1.236 -1.818 -1.414
N 0.263 -1.604 -1.633
C 0.058 -0.198 -1.462
C -0.800 1.340 0.271
H -0.242 -2.093 -0.900
H 1.123 0.781 0.001
H 0.316 2.053 1.968
N 0.215 0.337 -0.078
*
```

Here are the natural (NBO) charges for atoms 1 to 8, given in e: 0.17, 0.49, 0.22, 0.18, 0.46, 0.20, -0.62, 0.17

---

[3]
ORCA calculation (wB97M-V/def2-TZVPD) on a cluster of 2 separate species, C3H3NO in total in a non-equilibrium geometry.

Results
LUMO level (alpha / beta): -0.87 / -0.87 eV
gap between HOMO and LUMO (alpha / beta): 8.6 / 8.6 eV

Geometry as ORCA input:
```
! RIJCOSX wB97M-V def2-TZVPD def2/J DEFGRID3
* xyz 0 1
N 3.016 0.367 -0.161
H 0.377 0.504 0.874
C 0.092 -0.157 0.005
H -0.953 -0.584 0.185
H 0.197 0.223 -0.956
O 1.675 -2.092 0.245
C 1.261 -1.026 0.076
C 3.994 1.032 -0.183
*
```

Charges per atom according to natural (NBO) partitioning, unit e: -0.81, 0.31, -0.77, 0.29, 0.29, -0.35, 0.94, 0.11

---

Computed energy relative to the best compared isomer or geometry (same formula, charge and spin), in the same sequence as the records: 1.5423 0.1329 3.0148 eV.